Below is a cluster of 5 separate species, C43H67O13PS in total, with properties calculated with ωB97M-V with the def2-TZVPD basis set.

Each line ends with the Löwdin charge.
Element x y z (Å)
C1 3.01754 0.70248 -0.47793  -0.173
C2 2.39891 -0.60476 -1.04768  -0.401
P1 1.62615 -0.32063 -2.70993  1.028
C3 2.58549 -1.16882 -4.05666  -0.403
C4 3.07556 -2.60475 -3.71792  -0.157
C5 -0.16860 -0.83118 -2.68225  -0.262
C6 -0.58521 -2.11423 -3.11531  -0.068
C7 -1.93092 -2.46411 -3.11472  -0.461
S1 -2.36428 -4.14314 -3.67291  0.792
C8 -2.92386 -1.57740 -2.68769  -0.241
O1 -4.21954 -2.00808 -2.75681  -0.046
C9 -5.10851 -1.18951 -3.52898  -0.122
C10 -4.68007 -0.83015 -4.96466  -0.388
C11 -4.05291 -1.96414 -5.77679  -0.047
O2 -3.85964 0.34780 -5.04172  -0.029
C12 -2.51506 -0.33927 -2.21760  -0.016
C13 -1.16892 0.00639 -2.22833  -0.091
C14 -0.82882 1.38613 -1.71514  -0.246
O3 0.22149 1.56100 -1.11761  0.051
C15 -1.83443 2.48912 -1.92647  -0.039
C16 -1.44422 3.82104 -2.09757  -0.124
C17 0.02671 4.21313 -2.12441  -0.137
C18 0.30105 5.72580 -2.22522  -0.206
C19 1.81597 5.93528 -2.46967  -0.161
C20 2.12573 7.12548 -3.40187  -0.239
O4 2.21009 6.76641 -4.77032  -0.192
C21 3.51593 6.36617 -5.13013  -0.123
C22 -2.42737 4.78604 -2.23954  0.017
C23 -3.76744 4.40521 -2.20034  -0.247
C24 -4.78967 5.53152 -2.31480  -0.041
C25 -4.14290 3.09742 -2.04425  0.013
C26 -3.17092 2.12370 -1.90448  -0.078
C27 -3.49551 0.66245 -1.68436  -0.252
O5 -4.50869 0.38562 -1.06248  0.114
H1 2.28373 1.27494 0.09100  0.047
H2 3.81937 0.41264 0.21706  0.062
H3 3.47202 1.30117 -1.27476  0.059
H4 1.57914 -0.88759 -0.37117  0.075
H5 3.12735 -1.42356 -1.01620  0.056
H6 1.93169 -1.23930 -4.93708  0.072
H7 3.41531 -0.51959 -4.35618  0.060
H8 3.25753 -2.77126 -2.65362  0.046
H9 2.36333 -3.32962 -4.12553  0.034
H10 4.01762 -2.78081 -4.25957  0.068
H11 0.14129 -2.83668 -3.48015  0.094
H12 -2.17372 -4.14130 -5.01105  -0.126
H13 -5.39264 -0.25548 -3.02898  0.112
H14 -6.03265 -1.77485 -3.62189  0.139
H15 -5.61702 -0.56285 -5.48898  0.140
H16 -4.31253 -1.79469 -6.82986  0.084
H17 -4.34687 -2.95885 -5.44238  0.064
H18 -2.96092 -1.84601 -5.74048  0.080
H19 -4.45560 1.06511 -4.79349  0.090
H20 0.56285 3.82964 -1.25797  0.095
H21 0.50449 3.72921 -2.99314  0.135
H22 0.04901 6.22194 -1.29007  0.096
H23 -0.25062 6.16477 -3.07066  0.110
H24 2.26791 5.04240 -2.92668  0.109
H25 2.32106 6.10100 -1.51074  0.109
H26 3.06611 7.61923 -3.09676  0.111
H27 1.34144 7.88398 -3.25800  0.121
H28 3.76752 5.36876 -4.73142  0.085
H29 4.26395 7.09956 -4.79513  0.085
H30 3.53624 6.27322 -6.22222  0.087
H31 -2.19043 5.83720 -2.36819  0.117
H32 -5.80227 5.16407 -2.49929  0.075
H33 -4.45756 6.29451 -3.02396  0.079
H34 -4.79462 6.02323 -1.32817  0.088
H35 -5.19966 2.83418 -2.01648  0.128
C28 3.57726 -8.53277 -3.56848  -0.065
C29 2.47682 -7.65276 -3.01249  -0.233
O6 2.33529 -6.44837 -3.76997  -0.001
C30 1.56766 -6.34187 -4.86909  -0.525
C31 1.07882 -7.60325 -5.54074  0.014
O7 1.34222 -5.26021 -5.33787  0.095
H36 3.35223 -8.86352 -4.58291  0.067
H37 3.71610 -9.41425 -2.94151  0.082
H38 4.51676 -7.98112 -3.61238  0.084
H39 1.52434 -8.17861 -2.93314  0.114
H40 2.74012 -7.33699 -2.00378  0.123
H41 1.81263 -7.92234 -6.27995  0.096
H42 0.14210 -7.37706 -6.04534  0.090
H43 0.87122 -8.41728 -4.84991  0.071
C32 0.75072 3.07503 4.13314  -0.072
C33 0.52116 4.54243 3.84333  -0.222
O8 1.06680 4.92428 2.57270  0.011
C34 0.39722 4.80981 1.41715  -0.487
C35 -0.85456 3.96841 1.37800  0.040
O9 0.84616 5.31371 0.41863  0.081
H44 0.24582 2.44029 3.41023  0.061
H45 0.39187 2.82293 5.12001  0.056
H46 1.81720 2.84384 4.07507  0.089
H47 -0.53270 4.81770 3.91239  0.113
H48 1.04708 5.14647 4.58263  0.120
H49 -0.58437 2.93952 1.13825  0.094
H50 -1.50264 4.35501 0.59363  0.085
H51 -1.43017 3.99459 2.30057  0.077
C36 -1.14823 -0.94290 8.78476  -0.060
C37 -1.38262 0.52308 8.48777  -0.233
O10 -0.83226 0.89524 7.22047  0.004
C38 -1.49218 0.77475 6.05393  -0.504
C39 -2.74424 -0.06680 6.00204  0.018
O11 -1.03001 1.27712 5.06449  0.084
H52 -1.64973 -1.58391 8.05953  0.072
H53 -1.51437 -1.19667 9.78011  0.084
H54 -0.08402 -1.17606 8.73230  0.076
H55 -2.43683 0.79604 8.55238  0.113
H56 -0.86165 1.13112 9.22658  0.122
H57 -2.47253 -1.09583 5.76959  0.099
H58 -3.37999 0.31927 5.20828  0.092
H59 -3.33292 -0.03790 6.91633  0.072
C40 4.15851 -4.10606 7.73204  -0.065
C41 2.86816 -3.34970 7.97060  -0.240
O12 1.74750 -4.23757 8.02819  -0.006
C42 1.33189 -4.86521 9.14505  -0.534
C43 2.25358 -4.90071 10.34240  0.009
O13 0.28229 -5.44484 9.15374  0.108
H60 4.38006 -4.78953 8.55241  0.067
H61 4.99425 -3.41365 7.62509  0.082
H62 4.08196 -4.70722 6.82577  0.085
H63 2.91579 -2.71696 8.85862  0.111
H64 2.68079 -2.68382 7.12890  0.123
H65 2.89161 -5.78107 10.27660  0.095
H66 1.64168 -4.97233 11.23887  0.089
H67 2.86539 -4.00790 10.45373  0.070

structure (SMILES): CCP(CC)c1cc(S)c(OC[C@H](C)O)c2c1C(=O)c1c(CCCCOC)cc(C)cc1C2=O.CCOC(C)=O.CCOC(C)=O.CCOC(C)=O.CCOC(C)=O
orbital gap: 6.655 eV
max |F|: 2.29 eV/A
spin multiplicity: 1
net charge: 0

Below is the molecule C18H26N4O6S, with properties calculated with ωB97M-V with the def2-TZVPD basis set.

Each line ends with the Löwdin charge.
Element x y z (Å)
C1 0.35395 -1.43250 -1.24043  -0.015
N1 1.38616 -0.72989 -0.49544  -0.100
C2 1.69777 0.61295 -0.95121  -0.166
C3 0.74123 1.66044 -0.38814  -0.154
C4 0.85931 2.99490 -1.11839  -0.181
N2 -0.20549 3.93268 -0.79035  0.081
C5 -1.53901 3.77496 -1.00623  -0.519
O1 -2.36524 4.53515 -0.53787  0.061
C6 -1.95566 2.59665 -1.81739  -0.439
C7 -1.50809 2.11731 -3.01093  -0.162
N3 -2.10509 0.97585 -3.45772  0.092
C8 -3.00837 0.57265 -2.61301  -0.503
C9 -3.81990 -0.69423 -2.79024  -0.381
O2 -4.58337 -0.66469 -3.96214  -0.042
C10 -3.73776 -1.15500 -5.00568  -0.139
C11 -2.67396 -1.98734 -4.27065  -0.140
O3 -2.97720 -1.81173 -2.88328  -0.055
S1 -3.19421 1.56776 -1.22739  1.173
C12 1.92594 -1.30475 0.61607  -0.462
O4 1.62791 -2.42910 0.98012  0.071
C13 2.98245 -0.50437 1.36640  -0.098
C14 3.32079 -1.10463 2.71811  -0.134
N4 2.20511 -1.11670 3.66111  -0.022
C15 1.10465 -0.17937 3.52567  -0.123
C16 -0.06223 -0.60377 4.38631  -0.187
O5 0.35910 -0.80495 5.71525  -0.110
C17 1.23167 -1.91177 5.78152  -0.102
C18 2.34033 -1.92679 4.74064  -0.431
O6 3.29989 -2.66193 4.90037  0.063
H1 0.18884 -2.40254 -0.78404  0.090
H2 -0.58543 -0.87257 -1.23658  0.078
H3 0.66727 -1.56901 -2.27788  0.096
H4 2.73401 0.86357 -0.72360  0.120
H5 1.61705 0.60757 -2.04239  0.128
H6 -0.27644 1.28386 -0.49982  0.091
H7 0.91042 1.80355 0.68268  0.114
H8 1.80174 3.48289 -0.86736  0.130
H9 0.88742 2.82122 -2.19441  0.101
H10 0.01064 4.72402 -0.20471  0.147
H11 -0.75004 2.58399 -3.62315  0.120
H12 -4.49032 -0.83033 -1.94018  0.155
H13 -4.35801 -1.74446 -5.67708  0.123
H14 -3.28491 -0.32372 -5.54572  0.113
H15 -2.74006 -3.05241 -4.48415  0.123
H16 -1.66890 -1.62405 -4.48630  0.112
H17 3.89816 -0.50600 0.76776  0.133
H18 2.68577 0.54148 1.46492  0.100
H19 3.64450 -2.13524 2.59322  0.127
H20 4.16012 -0.55058 3.15019  0.133
H21 1.42664 0.83363 3.80111  0.136
H22 0.76103 -0.15073 2.48925  0.111
H23 -0.81879 0.17930 4.40233  0.130
H24 -0.50804 -1.52115 3.97797  0.137
H25 1.70598 -1.90478 6.75973  0.136
H26 0.68065 -2.85532 5.67315  0.139

structure (SMILES): CN(CCCNC(=O)c1cnc(C2OCCO2)s1)C(=O)CCN1CCOCC1=O
orbital gap: 9.341 eV
max |F|: 0.32 eV/A
spin multiplicity: 1
energy relative to the best compared isomer or geometry (same formula, charge and spin): 54.4 kJ/mol
net charge: 0

Below is a cluster of 2 separate species, CH5BrO3Si in total, with properties calculated with ωB97M-V with the def2-TZVPD basis set.

Each line ends with the Löwdin charge.
Element x y z (Å)
C1 -1.03800 0.84745 2.53589  -0.498
O1 0.23142 0.41828 -0.71434  -0.129
O2 -1.02887 -1.79943 -0.01927  -0.122
O3 -1.44749 -0.76139 -2.58477  -0.119
Si1 -1.05179 -0.54981 -0.99290  0.445
Br1 0.34921 -0.60772 2.93564  0.373
H1 -0.55227 1.65967 3.04854  -0.107
H2 -1.90312 0.58404 3.09931  -0.101
H3 0.51081 1.24148 -1.27360  0.146
H4 -0.48298 -1.64177 0.85469  0.018
H5 -1.00359 -1.54993 -2.98471  0.094

orbital gap (spin up / spin down): 4.916 / 3.343 eV
max |F|: 3.04 eV/A
spin multiplicity: 1
energy relative to the best compared isomer or geometry (same formula, charge and spin): 551.4 kJ/mol
net charge: 0

Below is a cluster of 2 separate species, C10H6FO3 in total, with properties calculated with ωB97M-V with the def2-TZVPD basis set.

Each line ends with the Löwdin charge.
Element x y z (Å)
C1 1.18048 0.39466 -2.37644  -0.055
C2 2.06872 0.04540 -1.43781  0.005
C3 0.08784 2.00717 -0.93039  0.013
C4 -0.01190 0.60564 -1.52964  -0.089
C5 1.15346 0.29356 -0.28620  -0.221
C6 0.92935 1.65023 0.02922  -0.312
C7 -1.08075 0.35966 1.76165  -0.179
C8 -0.27979 -1.96810 -0.35612  -0.693
C9 -0.05585 -0.46457 -0.31478  0.020
C10 -1.71403 -0.90675 2.21539  -0.057
O1 0.04267 -2.50408 0.76646  -0.126
O2 -1.05138 1.46477 2.12793  0.129
O3 -0.83247 -2.46239 -1.34681  -0.031
F1 1.60358 2.32384 1.01561  0.040
H1 1.23769 0.23856 -3.43017  0.085
H2 3.04360 -0.44186 -1.45042  0.097
H3 -0.40741 2.90599 -1.41691  0.118
H4 -2.68869 -0.89755 1.70909  0.094
H5 -2.03897 -0.73057 3.25314  0.072
H6 -1.18617 -1.91361 1.99721  0.091

orbital gap (spin up / spin down): 7.329 / 7.328 eV
max |F|: 3.48 eV/A
spin multiplicity: 1
energy relative to the best compared isomer or geometry (same formula, charge and spin): 245.0 kJ/mol
net charge: -1

Below is a structure of composition C15H18ClN5O5OsS2, with properties calculated with ωB97M-V with the def2-TZVPD basis set.

Each line ends with the Löwdin spin population.
Element x y z (Å)
Os1 -0.92070 0.63595 -0.56271  0.708
C1 3.44413 3.35127 0.87071  0.001
C2 2.27023 4.12857 1.46760  0.001
N1 1.27603 3.28881 2.13370  0.000
C3 0.55241 2.36493 1.44391  0.002
S1 0.13883 2.70472 -0.21147  0.030
N2 0.16851 1.31574 2.14448  -0.001
N3 -0.56918 0.42168 1.43136  -0.006
C4 -0.82792 -0.73175 1.95206  0.040
C5 -0.34932 -1.11160 3.31493  0.006
C6 -1.57184 -1.63126 1.08795  -0.005
C7 -2.13745 -2.82790 1.51374  0.010
C8 -2.92075 -3.56734 0.65042  -0.007
C9 -3.12866 -3.09998 -0.63861  0.011
C10 -2.52526 -1.91946 -1.01282  -0.005
N4 -1.74017 -1.21373 -0.18276  0.007
H1 3.95847 3.95692 0.12001  0.000
H2 3.08051 2.44691 0.37891  0.001
H3 4.16604 3.06242 1.63898  0.000
H4 1.76135 4.68807 0.68619  0.000
H5 2.62974 4.83880 2.21241  0.000
H6 1.55900 2.93067 3.03409  0.000
H7 0.52384 -0.51181 3.55338  0.001
H8 -0.08409 -2.16959 3.35458  0.001
H9 -1.11040 -0.91784 4.07679  0.002
H10 -1.98378 -3.14043 2.53846  0.001
H11 -3.38553 -4.48960 0.97853  -0.001
H12 -3.74995 -3.63926 -1.34046  0.001
H13 -2.64477 -1.50746 -2.00572  0.001
O1 -3.47708 3.44903 -0.79269  0.000
Cl1 -3.79499 2.05840 -0.95677  0.001
O2 -3.51234 1.33310 0.28178  0.010
O3 -5.17453 1.88420 -1.33464  0.002
O4 -2.92985 1.46197 -1.99752  0.007
O5 0.96753 -0.05216 -0.24010  -0.009
N5 1.49536 -0.79814 -1.21405  0.004
C11 1.66964 -2.13613 -1.08777  0.001
C12 2.15691 -2.88144 -2.10987  -0.002
C13 2.45382 -2.23021 -3.35995  -0.001
C14 2.19128 -0.92215 -3.52542  0.002
C15 1.53019 -0.15064 -2.45801  0.011
H14 1.44101 -2.52605 -0.10473  0.000
H15 2.33181 -3.93854 -1.96568  0.000
H16 2.90939 -2.79882 -4.16239  0.000
H17 2.37796 -0.40924 -4.46051  0.001
H18 1.82733 0.89030 -2.34894  0.001
S2 -0.34277 0.11006 -2.79139  0.169

orbital gap (spin up / spin down): 6.073 / 5.885 eV
max |F|: 2.16 eV/A
spin multiplicity: 2
energy relative to the best compared isomer or geometry (same formula, charge and spin): 151.2 kJ/mol
net charge: -1

Below is the molecule C8H15N, with properties calculated with ωB97M-V with the def2-TZVPD basis set.

Each line ends with the Löwdin charge.
Element x y z (Å)
C1 0.29964 -1.63555 0.73899  -0.048
C2 0.57067 -0.68468 -0.60682  -0.395
C3 1.92144 -0.04706 -0.15985  -0.049
C4 1.26568 1.41794 0.84726  -0.028
C5 -0.36792 2.02924 0.79712  -0.043
C6 -1.09876 0.73128 -0.06313  -0.252
C7 -1.89469 -0.37851 -0.67154  -0.156
C8 -0.71110 -1.28020 -1.39022  -0.116
N1 0.16409 0.67958 -0.92549  -0.152
H1 0.73890 -2.52745 0.47522  0.051
H2 0.69477 -1.18433 1.61444  0.048
H3 -0.82293 -1.67566 0.94501  0.080
H4 2.45567 0.28155 -1.06269  0.087
H5 2.53458 -0.64821 0.57783  0.091
H6 1.98444 2.13426 0.79598  0.021
H7 1.34995 1.10397 1.92400  0.074
H8 -0.78564 1.95035 1.85665  0.092
H9 -0.57347 2.98970 0.32315  0.066
H10 -0.82486 0.29621 0.92399  0.074
H11 -2.63032 0.00541 -1.44239  0.116
H12 -2.37044 -0.91268 0.18480  0.100
H13 -0.86230 -2.50974 -1.43195  0.154
H14 -0.68542 -0.82877 -2.48454  0.117
H15 -0.35200 0.69334 -1.76583  0.072

structure (SMILES): C[C@@]12CCC[C@@H](CC1)N2
orbital gap: 8.760 eV
max |F|: 6.17 eV/A
spin multiplicity: 1
energy relative to the best compared isomer or geometry (same formula, charge and spin): 1084.9 kJ/mol
net charge: 0

Below is a cluster of 2 separate species, C5H14O in total, with properties calculated with ωB97M-V with the def2-TZVPD basis set.

Each line ends with the Löwdin charge.
Element x y z (Å)
C1 -1.18438 0.26263 2.11802  -0.140
C2 -1.52777 -0.91168 1.21654  -0.313
C3 -2.82535 -0.66931 0.44410  -0.121
H1 -0.15052 0.25524 2.46831  0.064
H2 -1.37417 1.21422 1.61790  0.066
H3 -1.77252 0.27007 3.04597  0.070
H4 -1.71351 -1.78085 1.85187  0.093
H5 -0.63079 -1.17892 0.65477  0.073
H6 -2.70195 -0.48059 -0.62611  0.063
H7 -3.31581 0.24759 0.79704  0.065
H8 -3.56780 -1.46136 0.50206  0.060
C4 2.67168 0.91111 -2.00553  -0.098
C5 1.40269 0.78539 -1.19057  -0.294
O1 1.34504 -0.47997 -0.50079  -0.109
H9 3.56366 1.12196 -1.41204  0.077
H10 2.59375 1.64123 -2.81240  0.075
H11 2.85147 -0.02783 -2.51837  0.070
H12 1.36513 1.54661 -0.39786  0.114
H13 0.55202 0.80217 -1.87483  0.109
H14 2.12050 -1.01613 -0.71084  0.075

structure (SMILES): CCC.CCO
orbital gap: 11.385 eV
max |F|: 1.04 eV/A
spin multiplicity: 1
energy relative to the best compared isomer or geometry (same formula, charge and spin): 84.9 kJ/mol
net charge: 0